Below is a cluster of 8 separate species, C22H47Cl4N5O8 in total in a non-equilibrium geometry, with properties calculated with ωB97M-V with the def2-TZVPD basis set.

Calculated values
**Energy relative to the best compared isomer or geometry (same formula, charge and spin)**: 0.0 kcal/mol
**SMILES string**: O=C1OCCO1.CNC(C)=O.CNC(C)=O.CNC(C)=O.CNC(C)=O.CNC(C)=O.ClCCCl.ClCCCl
**Charge**: 0
**HOMO energy**: -9.08 eV

CARTESIAN COORDINATES (ANGSTROEM)
O (7.27809, -13.12403, 10.89180)
C (6.81777, -12.04942, 10.74097)
O (5.55436, -11.75163, 11.14786)
C (5.25010, -10.40691, 10.84093)
C (6.65948, -9.81560, 10.59994)
O (7.36563, -10.97724, 10.12421)
H (4.72552, -10.31338, 9.88598)
H (4.66839, -9.91866, 11.61426)
H (7.13912, -9.42048, 11.49462)
H (6.63877, -9.05136, 9.82988)
C (10.27571, -15.59235, 0.06589)
N (9.57577, -15.81165, 1.31303)
C (10.19021, -16.24317, 2.43410)
C (9.31357, -16.49638, 3.63044)
O (11.39779, -16.43744, 2.47242)
H (10.80052, -14.64008, 0.04146)
H (9.53648, -15.58091, -0.73839)
H (10.91738, -16.44126, -0.15880)
H (8.58467, -15.65463, 1.34337)
H (9.69834, -17.34830, 4.18440)
H (8.26933, -16.71449, 3.38587)
H (9.26142, -15.59940, 4.25104)
C (11.69110, -19.81955, 3.69838)
N (12.27459, -18.61273, 4.26395)
C (13.23659, -18.66670, 5.21706)
C (13.87727, -17.34143, 5.58459)
O (13.63186, -19.71931, 5.69454)
H (10.61560, -19.65994, 3.56589)
H (11.78878, -20.60088, 4.44533)
H (12.12243, -20.05652, 2.72867)
H (12.05864, -17.71491, 3.84764)
H (13.11317, -16.55192, 5.54039)
H (14.64254, -17.09957, 4.85513)
H (14.13459, -17.38352, 6.63727)
C (10.67148, -18.07624, 13.93837)
N (9.23780, -17.91768, 14.09968)
C (8.45924, -18.96462, 14.48261)
C (6.97299, -18.67032, 14.60984)
O (8.92818, -20.07581, 14.66000)
H (10.88597, -18.87117, 13.22816)
H (11.16973, -18.35638, 14.87210)
H (11.06621, -17.10771, 13.64082)
H (8.87339, -16.98396, 14.16120)
H (6.52796, -18.34200, 13.67928)
H (6.84977, -17.94772, 15.42839)
H (6.52503, -19.55449, 15.06008)
C (14.08730, -15.87448, 9.18183)
N (15.42718, -16.27740, 9.55176)
C (16.51809, -16.16511, 8.74076)
C (17.78030, -16.75468, 9.31601)
O (16.45157, -15.69290, 7.62608)
H (13.64023, -15.10129, 9.80924)
H (13.46062, -16.76192, 9.33788)
H (13.96893, -15.60904, 8.13735)
H (15.54497, -16.60288, 10.49472)
H (18.53347, -16.87739, 8.54928)
H (17.55664, -17.72093, 9.77503)
H (18.11204, -16.13175, 10.15085)
C (10.57271, -16.89784, 7.61100)
N (9.60371, -16.55135, 8.63985)
C (9.92908, -16.68195, 9.94752)
C (8.90714, -16.18310, 10.91858)
O (10.92974, -17.28438, 10.30352)
H (10.79139, -17.96623, 7.57986)
H (11.52427, -16.39322, 7.79343)
H (10.21438, -16.55564, 6.64274)
H (8.71589, -16.17795, 8.35907)
H (9.43542, -15.55897, 11.64895)
H (8.40663, -16.94570, 11.50917)
H (8.17399, -15.51264, 10.47607)
Cl (11.26900, -21.53254, 11.00673)
C (11.67397, -20.25458, 9.81744)
C (12.25567, -20.75822, 8.51821)
Cl (13.52628, -21.98063, 8.78933)
H (12.31042, -19.51228, 10.29469)
H (10.73754, -19.70785, 9.72133)
H (12.76200, -19.91868, 8.04098)
H (11.55130, -21.15588, 7.79473)
Cl (5.63387, -16.70693, 9.85446)
C (5.11837, -15.14305, 9.21255)
C (3.94052, -14.52875, 9.93584)
Cl (2.42918, -15.32655, 9.42778)
H (4.88140, -15.30840, 8.16514)
H (5.94334, -14.43062, 9.24861)
H (3.89914, -13.45548, 9.75386)
H (4.02605, -14.58680, 11.02006)



Below is a structure of composition C53H52BrN4NiO6 in a non-equilibrium geometry, with properties calculated with ωB97M-V with the def2-TZVPD basis set.

Calculated values
**Energy relative to the best compared isomer or geometry (same formula, charge and spin)**: 12.2 kcal/mol
**Charge**: -1
**Multiplicity**: 3
**⟨S²⟩**: 2.0049
**HOMO energy (spin up / spin down)**: -4.99 / -5.50 eV

CARTESIAN COORDINATES (ANGSTROEM)
Ni (0.57787, -0.63342, -1.69248)
O (0.98199, -3.86188, -4.38102)
C (0.58472, -4.93016, -3.66187)
C (0.85440, -6.22638, -4.18475)
C (0.56937, -7.36999, -3.47170)
C (0.11901, -7.23035, -2.17290)
C (-0.15148, -5.98145, -1.69155)
C (0.03972, -4.81852, -2.40058)
C (-0.32612, -3.48894, -1.82927)
O (0.19020, -2.43066, -2.47382)
N (-1.83950, -3.54573, -1.82879)
N (-2.47739, -2.47488, -1.52789)
C (-3.73985, -2.37070, -1.84597)
C (-4.42070, -1.09546, -1.65571)
Br (-3.25812, 0.45690, -1.64498)
C (-5.70655, -0.78240, -1.69267)
C (-6.85461, -1.66734, -1.71774)
C (-7.05702, -2.87439, -2.35780)
C (-8.17320, -3.72483, -2.16282)
C (-9.09133, -3.32930, -1.22066)
C (-9.01451, -2.06511, -0.65308)
C (-7.91794, -1.23175, -0.87788)
H (0.76778, -3.05269, -3.76966)
H (1.34696, -6.29234, -5.12904)
H (0.77007, -8.33245, -3.78528)
H (-0.03784, -8.09979, -1.62055)
H (-0.51820, -5.87453, -0.64517)
H (-0.13930, -3.41990, -0.73320)
H (-2.29582, -4.27841, -2.39549)
H (-4.23770, -3.17886, -2.39491)
H (-5.95620, 0.22877, -1.46719)
H (-6.35070, -3.15120, -3.16970)
H (-8.20405, -4.66205, -2.69579)
H (-9.98379, -3.92846, -0.99096)
H (-9.81273, -1.77845, -0.01908)
H (-7.82152, -0.29212, -0.32373)
C (2.55588, 3.40541, 3.66916)
C (2.94318, 2.12953, 2.97864)
C (4.24605, 1.50798, 3.57858)
O (2.99751, 2.34123, 1.58002)
C (2.09562, 1.56386, 0.79416)
C (1.67050, 0.52833, 1.96331)
O (1.81021, 1.26246, 3.12348)
C (0.19389, -0.14161, 1.91351)
O (-0.28757, -0.01531, 0.64068)
C (-0.73020, 0.44176, 3.01938)
C (-1.93900, 1.07438, 2.60375)
C (-2.80305, 1.72274, 3.54508)
C (-2.48692, 1.65079, 4.87361)
C (-1.24828, 1.11021, 5.24004)
C (-0.38140, 0.52716, 4.32735)
C (0.37458, -1.60904, 2.22139)
C (1.36197, -2.09980, 3.03882)
C (1.51487, -3.46621, 3.26166)
C (0.60257, -4.35767, 2.71623)
C (-0.44065, -3.81973, 1.98811)
C (-0.54442, -2.47761, 1.69340)
C (2.79628, 0.81623, -0.38509)
O (2.21906, -0.34764, -0.80681)
C (2.99605, 1.73420, -1.56027)
C (2.22420, 2.89780, -1.68757)
C (2.39955, 3.84444, -2.77693)
C (3.31665, 3.55364, -3.68167)
C (3.99269, 2.31996, -3.68984)
C (3.81355, 1.41582, -2.62451)
C (4.31675, 0.59797, 0.05564)
C (5.29735, 1.59177, 0.08231)
C (6.63347, 1.28491, 0.21653)
C (7.10081, -0.03845, 0.28315)
C (6.12234, -1.04481, 0.25702)
C (4.75425, -0.71773, 0.06507)
H (3.29362, 4.25716, 3.63611)
H (2.34233, 3.07546, 4.69592)
H (1.66722, 3.81537, 3.25766)
H (5.00701, 2.27127, 3.65930)
H (4.72101, 0.70878, 2.95126)
H (4.03524, 1.23644, 4.62448)
H (-0.15925, 0.99990, 0.36607)
H (2.39419, -0.31394, 1.88970)
H (-2.21755, 1.10379, 1.56475)
H (-3.73571, 2.15411, 3.20087)
H (-3.03290, 2.15396, 5.63356)
H (-0.95821, 1.16742, 6.25605)
H (0.57834, 0.10124, 4.65811)
H (1.98478, -1.43177, 3.58432)
H (2.32534, -3.82449, 3.91974)
H (0.66325, -5.43515, 2.86420)
H (-1.08364, -4.45545, 1.42847)
H (-1.34204, -2.10790, 1.11443)
H (0.13504, 1.18796, -1.93065)
H (1.83046, 4.71699, -2.84436)
H (3.57380, 4.21937, -4.51626)
H (4.64294, 2.02325, -4.49954)
H (4.43313, 0.50598, -2.62256)
H (5.09753, 2.67944, 0.01377)
H (7.43650, 2.08480, 0.17638)
H (8.17950, -0.27539, 0.34844)
H (6.46494, -2.12820, 0.29516)
H (3.97749, -1.41459, -0.15134)
N (1.01125, 2.38172, 0.38132)
C (1.07611, 3.01422, -0.72000)
N (0.14916, 4.06102, -0.98904)
C (-1.31398, 3.70501, -0.88912)
C (-2.13124, 4.97614, -1.19305)
C (-1.71926, 6.16392, -0.36800)
C (-0.25564, 6.43460, -0.46485)
C (0.57916, 5.15994, -0.13263)
H (-1.65764, 3.38128, 0.08533)
H (-1.47115, 2.85312, -1.61577)
H (-3.17687, 4.70518, -0.94919)
H (-1.99087, 5.26366, -2.24891)
H (-1.91083, 5.91629, 0.68296)
H (-2.29733, 7.12649, -0.63511)
H (-0.01375, 7.21718, 0.21277)
H (-0.02778, 6.83907, -1.47164)
H (0.37694, 4.94652, 0.88864)
H (1.61505, 5.38116, -0.37943)



Below is the ion C7H14N3O2 with charge +1 in a non-equilibrium geometry, with properties calculated with ωB97M-V with the def2-TZVPD basis set.

Calculated values
**Energy relative to the best compared isomer or geometry (same formula, charge and spin)**: 87.9 kcal/mol
**SMILES string**: CN1CC(C)(C)N/C1=C\[N+](=O)O
**Charge**: +1
**HOMO energy (spin up / spin down)**: -13.49 / -13.49 eV

CARTESIAN COORDINATES (ANGSTROEM)
C (-0.33136, 2.78866, 0.19303)
N (-0.14363, 1.35804, 0.24900)
C (1.28130, 0.89206, 0.08082)
C (1.23036, -0.63910, 0.12935)
C (1.87361, -1.23449, -1.09300)
C (1.86161, -1.33550, 1.41187)
N (-0.22306, -0.79478, -0.02537)
C (-0.89679, 0.34044, -0.02249)
C (-2.30638, 0.54034, -0.09805)
N (-3.21395, -0.39564, -0.34588)
O (-4.39151, -0.26273, -0.37070)
O (-2.70482, -1.59209, -0.69983)
H (-1.39787, 3.12745, 0.50005)
H (0.47070, 3.17312, 0.83943)
H (-0.09678, 3.18013, -0.80513)
H (1.97230, 1.46602, 0.74814)
H (1.78435, 1.10850, -0.93688)
H (2.14054, -2.33729, -0.84513)
H (2.91857, -0.88874, -1.40510)
H (1.14284, -1.33432, -1.89226)
H (1.91921, -2.44093, 1.24622)
H (1.21556, -1.26879, 2.31783)
H (2.77020, -1.02644, 1.72164)
H (-0.76841, -1.69273, -0.08333)
H (-2.71853, 1.48398, 0.17381)
H (-3.38805, -2.21514, -0.98804)



Below is an isolated molecule of C10H9N3O in a non-equilibrium geometry, with properties calculated with ωB97M-V with the def2-TZVPD basis set.

Calculated values
**Energy relative to the best compared isomer or geometry (same formula, charge and spin)**: 126.4 kcal/mol
**SMILES string**: O=C1\C=C/C=N/C=C\C=C2/N=NC[C@H]12
**Charge**: 0
**HOMO energy**: -8.09 eV

CARTESIAN COORDINATES (ANGSTROEM)
O (-1.86186, -1.17136, -1.78587)
C (-1.61429, -0.76440, -0.65319)
C (-1.21716, -1.75837, 0.39393)
C (-0.13866, -1.81356, 1.12280)
C (1.00785, -0.96578, 1.01037)
N (2.02423, -1.21818, 0.32715)
C (2.87066, -0.34086, -0.23135)
C (2.32335, 0.48707, -1.17589)
C (0.98051, 0.78713, -1.29861)
C (0.03849, 1.07394, -0.36082)
N (0.20067, 1.70608, 0.89403)
N (-0.79593, 1.85281, 1.48129)
C (-2.02825, 1.44415, 0.79618)
C (-1.44673, 0.70490, -0.45116)
H (-2.01834, -2.53013, 0.53171)
H (0.00852, -2.63226, 1.81549)
H (1.05722, -0.12916, 1.65165)
H (3.91676, -0.42244, -0.38832)
H (3.00019, 0.60151, -2.04623)
H (0.67076, 0.63538, -2.32130)
H (-2.55074, 2.32028, 0.56942)
H (-2.60031, 0.91964, 1.42827)
H (-1.82694, 1.21363, -1.30957)



Below is a cluster of 2 separate species, C10H20N2O2 in total, with properties calculated with ωB97M-V with the def2-TZVPD basis set.

Calculated values
**Energy relative to the best compared isomer or geometry (same formula, charge and spin)**: 87.4 kcal/mol
**SMILES string**: O/C=N/NC1CCCC1.C=C(C)OC
**Charge**: 0
**HOMO energy**: -7.66 eV

CARTESIAN COORDINATES (ANGSTROEM)
O (2.80168, -2.37915, 0.19749)
C (1.49504, -2.24332, 0.46458)
N (0.86062, -1.19832, 0.14031)
N (-0.40945, -1.01781, 0.58030)
C (-1.27177, -0.17186, -0.21584)
C (-2.33904, -0.94927, -1.01943)
C (-3.64353, -0.73929, -0.25332)
C (-3.51819, 0.70310, 0.22675)
C (-2.06928, 0.78381, 0.70206)
H (3.13790, -1.49452, -0.05752)
H (1.07151, -3.09832, 1.00221)
H (-0.86552, -1.84465, 0.96891)
H (-0.60893, 0.38748, -0.87483)
H (-2.07477, -2.00221, -1.12234)
H (-2.42976, -0.52641, -2.02028)
H (-3.69144, -1.41013, 0.60652)
H (-4.52521, -0.90693, -0.87031)
H (-3.67682, 1.38267, -0.61201)
H (-4.22907, 0.95391, 1.01293)
H (-1.67683, 1.79792, 0.66521)
H (-1.99229, 0.42469, 1.72953)
C (3.51257, 0.48688, 0.20072)
C (2.30390, 1.03578, 0.33357)
C (1.70371, 1.37585, 1.66212)
O (1.51655, 1.45417, -0.69011)
C (1.90587, 1.11640, -1.99878)
H (4.09487, 0.24576, 1.07072)
H (3.98816, 0.32471, -0.75095)
H (2.19712, 0.81908, 2.45230)
H (0.64491, 1.13967, 1.65228)
H (1.81990, 2.44188, 1.85407)
H (1.12630, 1.50008, -2.65680)
H (1.97972, 0.03035, -2.11186)
H (2.86157, 1.57801, -2.26821)



Below is an isolated molecule of C5H11NO, with properties calculated with ωB97M-V with the def2-TZVPD basis set.

Calculated values
**Energy relative to the best compared isomer or geometry (same formula, charge and spin)**: 51.6 kcal/mol
**SMILES string**: C[C@H]1CN1CCO
**Charge**: 0
**HOMO energy**: -9.21 eV

CARTESIAN COORDINATES (ANGSTROEM)
C (1.81342, 0.28501, -1.41952)
C (1.04912, -0.55165, -0.42027)
C (1.43646, -0.60795, 1.01179)
N (0.30609, 0.19528, 0.58202)
C (-1.03016, -0.22312, 0.98314)
C (-2.11061, 0.19780, -0.01131)
O (-2.64612, 1.45051, 0.39602)
H (1.14450, 0.65579, -2.20441)
H (2.62186, -0.27995, -1.89768)
H (2.25025, 1.15267, -0.91453)
H (0.59498, -1.46464, -0.81714)
H (2.30841, -0.06575, 1.37452)
H (1.23280, -1.54215, 1.54046)
H (-1.08155, -1.28667, 1.28077)
H (-1.33878, 0.39232, 1.83437)
H (-1.73314, 0.25352, -1.04276)
H (-2.94645, -0.50983, 0.01005)
H (-1.92724, 2.09570, 0.35112)